Entry from OMol25: an isolated molecule of C8H8 at a distorted geometry (ωB97M-V with the def2-TZVPD basis set).

Output
Net charge: 0
2S+1: 1
Kohn-Sham gap, eV: 9.898
HOMO energy, eV: -8.86

Last columns: bonded neighbours and bond lengths (Å).
Geometry (Å):
1 C 0.539 1.061 -1.512  C2 1.345, C4 1.471, H9 1.164
2 C 0.493 0.579 -2.767  C1 1.345, H10 0.980, H11 1.072
3 C 0.264 -1.053 -0.149  C4 1.362, C8 1.420, H12 1.055
4 C 0.072 0.280 -0.355  C1 1.471, C3 1.362, C5 1.382
5 C -0.452 1.054 0.663  C4 1.382, C6 1.387, H13 1.198
6 C -0.732 0.417 1.863  C5 1.387, C7 1.374, H14 1.056
7 C -0.469 -0.910 2.102  C6 1.374, C8 1.374, H15 1.117
8 C 0.042 -1.695 1.097  C3 1.420, C7 1.374, H16 1.106
9 H 1.109 2.023 -1.189  C1 1.164
10 H 0.919 1.131 -3.456  C2 0.980
11 H 0.105 -0.385 -3.026  C2 1.072
12 H 0.484 -1.699 -0.954  C3 1.055
13 H -0.624 2.230 0.508  C5 1.198
14 H -1.048 1.005 2.682  C6 1.056
15 H -0.770 -1.275 3.113  C7 1.117
16 H 0.068 -2.765 1.380  C8 1.106